Density functional theory data (ωB97M-V/def2-TZVPD) for C16H19NO4S in the gas phase.

Geometry as XYZ:
```
41
Properties=species:S:1:pos:R:3:lowdin_charge:R:1
C 3.96837 3.91628 -2.51916 -0.093
O 3.08803 3.58020 -1.47490 -0.087
C 2.40232 2.40543 -1.55454 -0.280
C 1.55025 2.12410 -0.48495 0.003
C 0.81003 0.96249 -0.46857 -0.027
C 0.89086 0.04792 -1.51446 -0.245
C 0.11004 -1.23267 -1.46020 -0.136
C 0.90301 -2.31411 -0.70491 -0.224
N 0.04337 -3.41889 -0.34096 -0.138
S -0.22841 -3.62658 1.29558 0.649
O -0.91851 -4.87488 1.42801 -0.292
O 0.97878 -3.42099 2.04883 -0.296
C -1.32875 -2.25853 1.59146 -0.299
C -0.87989 -1.14814 2.27345 -0.060
C -1.71109 -0.05164 2.43745 -0.014
C -3.00086 -0.07842 1.90954 -0.266
O -3.89446 0.93417 1.99958 -0.073
C -3.52120 2.11603 2.67120 -0.078
C -3.44440 -1.21913 1.22754 0.018
C -2.60969 -2.30320 1.06865 -0.051
C 1.74031 0.33270 -2.57107 -0.035
C 2.49107 1.49685 -2.60196 -0.020
H 3.44103 4.01799 -3.47333 0.095
H 4.39971 4.87728 -2.24330 0.092
H 4.76973 3.17763 -2.62346 0.095
H 1.49088 2.83843 0.32109 0.116
H 0.15318 0.75505 0.36403 0.099
H -0.83249 -1.07348 -0.93381 0.106
H -0.11530 -1.59005 -2.46588 0.117
H 1.30317 -1.89180 0.22142 0.109
H 1.74813 -2.64970 -1.31101 0.130
H 0.18908 -4.28814 -0.82461 0.110
H 0.12118 -1.15412 2.67532 0.119
H -1.34662 0.81012 2.97344 0.108
H -3.28362 1.92234 3.72148 0.098
H -2.66897 2.60085 2.18547 0.096
H -4.38858 2.77132 2.61354 0.095
H -4.44838 -1.21857 0.83446 0.123
H -2.92851 -3.19216 0.54941 0.121
H 1.81943 -0.36258 -3.39444 0.114
H 3.13776 1.68061 -3.44545 0.101
```

Results
**SMILES string**: COc1ccc(CCNS(=O)(=O)c2ccc(OC)cc2)cc1
**Electronic energy**: -1374.9641 Eh
**Gap between HOMO and LUMO**: 9.05 eV
**HOMO energy**: -8.426 eV
**Energy above the lowest of the compared OMol25 structures with the same formula, charge and spin**: 1.809 eV



Density functional theory data (ωB97M-V/def2-TZVPD) for a molecular structure, C16H20AuN3O2 at a distorted geometry.

Geometry as XYZ:
```
42
Properties=species:S:1:pos:R:3:mulliken_spin:R:1
Au 0.15722 -0.10059 0.03127 0.541
O -2.02848 -2.96136 -2.05653 0.262
C -1.63748 -2.18103 -1.22288 -0.021
N -0.80352 -1.14248 -1.46379 0.780
C -0.68466 -0.71872 -2.81300 -0.011
C 0.53050 0.11402 -3.03520 0.017
C 0.91071 0.49675 -4.32333 0.019
C 2.07066 1.23253 -4.48555 -0.004
C 2.83741 1.55179 -3.37375 0.012
C 2.38357 1.14659 -2.12651 0.005
N 1.25107 0.48016 -1.98083 0.138
C -2.08545 -2.23638 0.21223 -0.029
C -3.10918 -3.11077 0.55810 0.000
C -3.49577 -3.15688 1.88905 -0.003
C -2.87916 -2.32255 2.80592 0.007
C -1.87108 -1.47269 2.36406 -0.007
N -1.50316 -1.44277 1.09676 0.123
H -1.56584 -0.12600 -3.11521 0.063
H -0.71493 -1.61206 -3.46437 0.047
H 0.31606 0.19995 -5.17125 0.002
H 2.37759 1.55225 -5.47145 0.000
H 3.74595 2.12841 -3.45794 0.001
H 2.93852 1.38291 -1.22971 0.006
H -3.54283 -3.72982 -0.21500 0.001
H -4.27973 -3.83587 2.19269 0.000
H -3.15900 -2.32618 3.84795 0.001
H -1.36710 -0.80793 3.04500 0.004
C 0.36337 3.21164 0.66234 0.001
C 1.56107 2.43624 1.17978 0.000
O 1.23720 1.09117 1.56304 0.045
C 0.86966 0.91151 2.94264 0.000
C 1.28176 -0.47301 3.40496 0.000
H 0.68305 4.20267 0.35355 0.000
H -0.38941 3.32877 1.43686 0.000
H -0.08099 2.70537 -0.19612 0.000
H 2.01486 2.94979 2.03169 0.001
H 2.32139 2.35166 0.39950 0.001
H -0.21151 1.07089 3.05553 0.001
H 1.38354 1.66476 3.54823 0.000
H 0.91022 -1.24169 2.72943 0.000
H 0.89911 -0.65458 4.40487 0.000
H 2.36479 -0.55642 3.44697 0.000
```

Results
**Electronic energy**: -1071.4671 Eh
**⟨S²⟩**: 2.0231
**Gap between HOMO and LUMO (spin up / spin down)**: 9.34 / 6.10 eV
**HOMO energy (spin up / spin down)**: -16.184 / -16.437 eV
**2S+1**: 3
**Total charge**: +2



Density functional theory data (ωB97M-V/def2-TZVPD) for a molecular structure, C16H20BBr33O6 at a distorted geometry.

Geometry as XYZ:
```
76
Properties=species:S:1:pos:R:3:lowdin_charge:R:1
C 1.92190 -4.64460 -1.88021 -0.097
O 2.20374 -3.41137 -1.11804 -0.069
B 1.47681 -2.24556 -1.73558 -0.507
O 1.68012 -2.07109 -3.18773 0.027
O 0.68895 -1.37857 -0.84047 0.097
C -0.39593 -0.67527 -1.54068 -0.244
O -0.13722 0.25966 -2.49737 0.022
O -1.84786 -0.85265 -1.23762 -0.095
C -2.21126 -2.27238 -1.15857 -0.124
C -1.95778 -2.98254 -2.77443 -0.114
C -3.20944 -4.08162 -3.26502 -0.010
O -1.69461 -4.52336 -2.80122 -0.239
H 2.31768 -4.63339 -2.98508 0.104
H 0.76840 -4.95156 -1.87377 0.105
H 2.47208 -5.54562 -1.32716 0.115
H 1.91748 -1.11851 -3.41886 0.026
H -1.57595 -2.91697 -0.41890 -0.026
H -3.38806 -2.40017 -1.01412 0.151
H -1.45001 -2.24960 -3.65693 0.183
H -4.02346 -4.39583 -2.47684 0.109
H -3.09952 -4.51369 -4.35087 0.115
C -2.75538 1.01559 1.47716 -1.554
Br -4.00890 0.82840 2.95286 0.546
Br -2.87672 2.76839 0.64217 0.561
Br -0.93418 0.59527 2.01660 0.594
H -3.04212 0.27962 0.71877 -0.041
C -1.24480 0.59059 5.92749 -1.567
Br 0.68543 0.47800 6.14098 0.601
Br -2.00701 -1.09737 5.33244 0.486
Br -2.11407 1.24950 7.53828 0.578
H -1.43686 1.32424 5.13762 -0.055
C -4.31178 5.74722 3.60306 -1.567
Br -3.59285 4.26849 4.64256 0.541
Br -5.13071 7.09881 4.73743 0.558
Br -2.97619 6.51279 2.41373 0.528
H -5.10577 5.33701 2.97034 -0.015
C 3.58096 -1.36004 -6.70419 -1.561
Br 4.29990 -2.83876 -5.66469 0.545
Br 2.76203 -0.00844 -5.56982 0.642
Br 4.91656 -0.59446 -7.89353 0.550
H 2.78698 -1.77024 -7.33691 -0.018
C -1.14351 -4.80827 2.63263 -1.539
Br -0.56386 -3.35895 1.47180 0.724
Br 0.19402 -5.23680 3.97859 0.559
Br -2.88154 -4.44733 3.42848 0.560
H -1.25869 -5.69621 2.00229 -0.017
C 6.72184 3.40631 -8.33038 -1.603
Br 4.85487 3.55695 -8.85552 0.542
Br 6.91384 3.10247 -6.41855 0.548
Br 7.66141 2.06089 -9.37511 0.539
H 7.19448 4.36930 -8.55012 -0.025
C -1.68237 6.55419 -1.33581 -1.595
Br -1.17228 8.43130 -1.31860 0.562
Br -3.61029 6.32673 -1.21072 0.540
Br -0.94093 5.61659 -2.87061 0.572
H -1.24771 6.09653 -0.44101 -0.035
C 0.94928 -4.99906 7.91855 -1.605
Br 2.78244 -4.49441 7.50756 0.554
Br 0.67854 -5.25066 9.82843 0.560
Br -0.33304 -3.74540 7.16462 0.495
H 0.76921 -5.96727 7.43982 -0.028
C -5.30506 9.20040 0.78627 -1.610
Br -6.81827 9.19963 2.00866 0.543
Br -5.74019 10.05967 -0.90387 0.553
Br -3.71590 9.97085 1.60199 0.520
H -5.07416 8.15364 0.56264 -0.095
C 1.04981 2.98379 9.11651 -1.623
Br -0.20371 2.79659 10.59221 0.535
Br 0.92848 4.73659 8.28151 0.549
Br 2.87101 2.56346 9.65594 0.552
H 0.76308 2.24782 8.35812 -0.121
C 5.92709 -6.37204 -6.53185 -1.597
Br 7.02389 -7.97696 -6.60481 0.560
Br 4.08544 -6.72981 -7.04621 0.547
Br 6.03749 -5.49801 -4.79740 0.519
H 6.33476 -5.67240 -7.26896 -0.020
```

Results
**Electronic energy**: -86040.1330 Eh
**Gap between HOMO and LUMO**: 9.66 eV
**HOMO energy**: -10.112 eV



Density functional theory data (ωB97M-V/def2-TZVPD) for a molecular structure, C16H20BCrF4NO4S at a distorted geometry.

Geometry as XYZ:
```
48
Properties=species:S:1:pos:R:3:mulliken_spin:R:1
Cr -2.08279 -0.64689 -0.98300 4.102
N -3.88257 0.16345 -2.19143 0.029
C -5.12674 -0.42822 -1.67242 -0.005
C -5.02157 -1.09695 -0.30239 0.012
O -6.09180 -1.31286 0.29222 0.003
O -3.84805 -1.32976 0.14507 -0.015
H -3.86831 1.08340 -1.88444 -0.006
H -3.83345 0.01830 -3.19446 -0.002
H -5.47563 -1.19138 -2.30432 -0.004
H -6.02545 0.21773 -1.63019 0.002
F -2.14915 -3.97040 -3.78981 0.001
B -2.64980 -2.71941 -3.41193 0.025
F -1.84824 -2.23296 -2.34783 -0.073
F -2.45006 -1.73512 -4.40765 0.001
F -3.98110 -2.85227 -2.99765 0.000
C 6.09051 0.87239 2.23008 0.000
C 7.33972 0.23822 1.56358 0.001
O 8.48455 0.38073 1.91002 0.000
S 7.19067 -0.74059 0.07129 0.000
C 5.42378 -0.74310 -0.23166 0.011
C 4.77499 0.09470 -1.14093 -0.005
C 3.41505 0.15228 -1.19513 0.014
C 2.57569 -0.58429 -0.34744 -0.021
C 3.29982 -1.52865 0.49897 0.019
C 4.67883 -1.61351 0.48534 -0.007
C 1.20642 -0.53654 -0.56648 0.331
C 0.02201 -0.59330 -0.83288 -0.389
H 6.48586 1.67910 2.93380 0.000
H 5.49365 0.24800 2.91532 0.000
H 5.49555 1.37892 1.45798 0.000
H 5.43070 0.66439 -1.76969 0.000
H 2.93538 0.94834 -1.78761 0.000
H 2.66066 -2.16303 1.13459 0.000
H 5.24185 -2.37777 1.14138 0.000
C -1.78500 0.28166 2.04009 0.104
C -2.17772 1.45864 1.11039 -0.061
C -1.09542 2.58284 1.43482 -0.001
C -3.54249 1.92973 1.62904 -0.002
O -2.21692 1.14493 -0.20169 -0.028
H -1.49954 0.60880 3.06894 0.007
H -0.91503 -0.18622 1.57011 -0.029
H -2.59649 -0.44365 2.03542 -0.015
H -0.95924 2.80627 2.45420 0.000
H -1.41966 3.54836 0.92592 0.000
H -0.13674 2.37742 0.95300 0.000
H -3.55934 2.13037 2.67341 0.000
H -4.25096 1.09983 1.40974 0.003
H -3.75640 2.91807 1.10632 -0.001
```

Results
**Electronic energy**: -2844.6743 Eh
**⟨S²⟩**: 6.0142
**Gap between HOMO and LUMO (spin up / spin down)**: 5.23 / 6.49 eV
**HOMO energy (spin up / spin down)**: -1.357 / -2.618 eV
**Energy above the lowest of the compared OMol25 structures with the same formula, charge and spin**: 0.671 eV
**2S+1**: 5
**Total charge**: -2



electronic energy of number 3 (C16H20BBr33O6)? -86040.1330 Eh



What is the electronic energy in the first record? -1374.9641 Eh



Which formula does entry 2 have? C16H20AuN3O2



The lowest electronic energy belongs to which entry? C16H20BBr33O6